Molecular formula: C12H3Cl4IIrN2O3S4
Method: DFT, wB97M-V/def2-TZVPD

Summary:
* electronic energy: -125989.55564 eV
* HOMO level: -4.311 eV
* net charge: -1
* LUMO level: 1.882 eV
* energy above the lowest of the compared OMol25 structures with the same formula, charge and spin: 7.7 kJ/mol
* Kohn-Sham gap: 6.19 eV

Each line ends with the Löwdin charge.
CARTESIAN COORDINATES (ANGSTROEM)
Ir1 0.367 -0.193 -0.021  0.926
Cl1 1.552 6.402 -1.104  0.635
C1 0.746 4.893 -0.843  -0.712
C2 -0.599 4.874 -0.499  -0.718
Cl2 -1.492 6.346 -0.338  0.632
C3 -1.233 3.646 -0.281  -0.613
Cl3 -2.907 3.557 0.169  0.669
C4 -0.535 2.461 -0.406  -0.387
O1 -1.076 1.260 -0.216  -0.291
C5 0.835 2.476 -0.733  -0.392
O2 1.466 1.309 -0.782  -0.279
C6 1.457 3.693 -0.972  -0.613
Cl4 3.129 3.682 -1.407  0.692
O3 3.698 -5.899 -1.799  -0.081
C7 3.092 -4.921 -1.447  -1.027
S1 3.601 -3.862 -0.119  0.950
C8 2.289 -2.715 -0.270  -1.156
C9 1.377 -2.952 -1.207  -1.133
S2 0.009 -1.885 -1.480  0.554
S3 1.580 -4.377 -2.203  0.945
S4 2.201 -1.322 0.790  0.491
I1 -3.166 -4.338 2.883  0.850
C10 -2.406 -2.629 2.036  -0.770
C11 -3.070 -1.437 1.832  -0.136
N1 -2.193 -0.594 1.276  0.024
N2 -0.998 -1.177 1.116  -0.225
C12 -1.106 -2.421 1.560  -0.196
H1 -4.082 -1.143 2.049  0.120
H2 -2.271 0.357 0.898  0.131
H3 -0.263 -3.091 1.518  0.109

Molecular formula: H11O6
Method: DFT, wB97M-V/def2-TZVPD

Summary:
* electronic energy: -12465.55193 eV
* HOMO level: -5.190 eV
* net charge: -1
* LUMO level: 3.790 eV
* energy above the lowest of the compared OMol25 structures with the same formula, charge and spin: 48.7 kJ/mol
* Kohn-Sham gap: 8.98 eV

Each line ends with the Löwdin charge.
CARTESIAN COORDINATES (ANGSTROEM)
O1 -0.580 1.693 -0.552  -0.425
H1 -0.423 2.409 -1.172  -0.062
O2 -2.426 -0.131 -0.844  -0.144
H2 -3.282 0.322 -0.779  0.013
H3 -1.792 0.646 -0.759  -0.038
O3 -0.567 1.326 2.102  -0.132
H4 -1.524 1.205 2.097  0.010
H5 -0.340 1.543 1.162  -0.030
O4 0.464 -0.831 -0.457  -0.112
H6 0.359 0.157 -0.391  0.002
H7 -0.389 -1.124 -0.113  0.020
O5 3.521 0.036 2.646  -0.058
H8 2.576 0.095 2.530  0.024
H9 3.871 0.606 1.961  0.026
O6 -0.206 -2.350 -2.854  -0.096
H10 -1.081 -1.967 -2.929  0.011
H11 0.122 -1.779 -2.133  -0.007

Molecular formula: C28H27CrN10O2S3
Method: DFT, wB97M-V/def2-TZVPD

Summary:
* electronic energy: -109397.04235 eV
* HOMO level (spin up / spin down): -9.672 / -9.748 eV
* ⟨S²⟩: 6.014
* net charge: +1
* LUMO level (spin up / spin down): -3.261 / -3.353 eV
* spin multiplicity: 5
* Kohn-Sham gap (spin up / spin down): 6.41 / 6.39 eV

Each line ends with the Löwdin charge.
CARTESIAN COORDINATES (ANGSTROEM)
Cr1 -0.117 -0.105 -0.157  0.511
S1 7.270 -0.215 0.991  1.056
N1 6.048 0.041 2.007  -0.205
C1 4.940 -0.116 1.307  -0.301
C2 3.588 -0.001 1.834  -0.071
C3 3.297 0.196 3.183  0.034
C4 1.978 0.231 3.578  -0.019
C5 0.983 0.097 2.618  -0.105
N2 1.247 -0.064 1.324  0.010
C6 2.537 -0.138 0.933  -0.126
C7 2.778 -0.452 -0.485  -0.143
N3 1.684 -0.591 -1.256  0.050
C8 1.831 -0.989 -2.511  -0.067
C9 3.085 -1.239 -3.070  0.000
C10 4.210 -1.053 -2.305  0.031
C11 4.062 -0.649 -0.976  -0.072
C12 5.171 -0.440 -0.056  -0.298
N4 6.453 -0.524 -0.362  -0.203
H1 4.108 0.297 3.894  0.130
H2 1.709 0.352 4.618  0.120
H3 -0.068 0.111 2.881  0.098
H4 0.922 -1.104 -3.094  0.114
H5 3.154 -1.571 -4.097  0.122
H6 5.204 -1.218 -2.702  0.129
N5 0.593 2.130 -1.456  -0.016
C13 -0.510 2.583 -2.332  -0.263
C14 -0.793 1.576 -3.437  -0.091
C15 -1.143 0.162 -2.986  -0.635
O1 -1.310 -0.718 -3.819  0.035
O2 -1.228 -0.026 -1.708  -0.205
H7 0.764 2.821 -0.732  0.051
H8 1.441 2.057 -2.011  0.081
H9 -0.278 3.546 -2.794  0.114
H10 -1.396 2.722 -1.719  0.059
H11 0.061 1.493 -4.116  0.121
H12 -1.626 1.929 -4.047  0.127
C16 -5.075 -0.877 0.022  -0.027
N6 -4.066 -1.731 -0.587  -0.109
C17 -4.261 -2.540 -1.695  -0.016
C18 -3.096 -3.125 -1.972  -0.016
N7 -2.171 -2.684 -1.021  0.032
C19 -2.788 -1.793 -0.166  -0.656
S2 -2.216 -0.855 1.121  0.688
C20 -0.826 -3.132 -0.980  -0.248
C21 -0.346 -4.002 -1.960  0.018
C22 0.919 -4.525 -1.801  -0.043
C23 1.672 -4.175 -0.685  -0.049
C24 1.132 -3.244 0.176  -0.129
N8 -0.079 -2.698 0.016  0.087
H13 -6.040 -1.131 -0.408  0.095
H14 -4.843 0.169 -0.169  0.096
H15 -5.097 -1.037 1.097  0.080
H16 -5.212 -2.611 -2.192  0.132
H17 -2.848 -3.803 -2.764  0.119
H18 -0.934 -4.257 -2.828  0.109
H19 1.315 -5.212 -2.539  0.118
H20 2.650 -4.600 -0.504  0.112
H21 1.690 -2.894 1.040  0.116
C25 -3.909 4.228 2.363  -0.031
N9 -2.681 3.913 3.074  -0.126
C26 -2.365 4.296 4.374  -0.046
C27 -1.137 3.826 4.643  -0.069
N10 -0.719 3.159 3.498  0.062
C28 -1.659 3.218 2.519  -0.773
S3 -1.604 2.585 0.962  0.664
H22 -4.579 4.748 3.042  0.092
H23 -4.377 3.312 2.010  0.085
H24 -3.692 4.858 1.502  0.091
H25 -3.044 4.867 4.983  0.125
H26 -0.536 3.898 5.531  0.117
H27 0.173 2.720 3.354  0.127

Molecular formula: C3H8NO2
Method: DFT, wB97M-V/def2-TZVPD

Summary:
* electronic energy: -8816.41723 eV
* HOMO level: -15.576 eV
* net charge: +1
* LUMO level: -5.765 eV
* energy above the lowest of the compared OMol25 structures with the same formula, charge and spin: 341.1 kJ/mol
* Kohn-Sham gap: 9.81 eV

Each line ends with the Löwdin charge.
CARTESIAN COORDINATES (ANGSTROEM)
O1 -1.279 1.463 0.028  0.116
C1 -1.693 1.166 1.097  -0.318
O2 -1.155 0.391 2.063  0.076
H1 -2.568 1.615 1.426  0.130
H2 -1.491 -0.512 2.128  0.139
C2 0.501 -0.773 -1.892  0.059
C3 1.598 -0.387 0.612  0.209
N1 0.692 -0.349 -0.395  0.006
H3 -0.435 -0.332 -2.289  0.112
H4 1.345 -0.587 -2.490  0.076
H5 0.350 -1.841 -1.773  0.097
H6 2.637 -0.381 0.188  0.136
H7 1.435 0.079 1.584  0.106
H8 0.062 0.448 -0.286  0.057